Entry 1:
78
Properties=species:S:1:pos:R:3:forces:R:3 method="wB97M-V/def2-TZVPD" total_charge=+1 e_tot_ev=-49221.124 homo_ha=-0.3808 lumo_ha=-0.09912 spin_multiplicity=1 gap_ha=0.282
La -0.002 -0.074 2.082 0.3 -1.0 0.9
C -0.810 -2.467 3.153 0.8 0.2 0.2
C 0.492 -2.742 2.635 -0.1 0.3 0.8
C 0.722 -1.277 4.404 -0.5 -0.5 -0.6
C -0.665 -1.568 4.251 0.8 -0.2 -0.5
C 1.437 -1.998 3.401 -0.9 -0.1 0.1
C -2.092 -3.030 2.658 -0.6 -0.4 -0.1
H -2.010 -3.371 1.618 -0.1 0.1 0.2
H -2.906 -2.292 2.710 0.1 -0.2 -0.1
H -2.419 -3.898 3.255 0.1 0.2 -0.2
C -1.754 -0.961 5.058 -0.4 0.3 0.4
H -2.731 -1.367 4.768 0.2 0.2 0.1
H -1.781 0.137 4.924 -0.1 -0.3 0.2
H -1.614 -1.151 6.134 -0.1 0.1 -0.3
C 1.293 -0.338 5.404 0.2 0.4 0.4
H 1.270 -0.757 6.424 0.0 0.1 -0.3
H 0.720 0.605 5.429 0.2 -0.2 0.1
H 2.338 -0.101 5.167 -0.2 0.0 0.2
C 2.910 -1.980 3.210 0.7 -0.1 0.0
H 3.425 -2.642 3.925 -0.1 0.2 -0.2
H 3.325 -0.973 3.364 0.0 -0.2 -0.1
H 3.189 -2.312 2.203 0.0 0.1 0.2
C 0.819 -3.698 1.548 0.2 -0.4 -0.5
H 1.086 -4.691 1.947 -0.1 0.3 -0.1
H 1.675 -3.355 0.951 -0.1 -0.1 0.1
H -0.028 -3.844 0.867 0.2 0.0 0.1
C -1.651 0.953 -4.619 -0.6 -0.5 -0.2
C -1.820 -0.362 -4.813 -0.6 0.5 -0.1
C -0.961 -1.294 -5.608 0.3 -0.1 -0.4
C 0.478 -0.814 -5.938 -0.4 -0.5 -0.5
C 1.290 -0.354 -4.767 0.6 0.5 0.3
C 1.382 0.901 -4.299 0.5 -0.6 -0.6
C 0.639 2.099 -4.787 -0.4 0.5 -0.2
C -0.756 1.848 -5.413 0.6 0.5 0.0
H -1.461 -1.546 -6.560 0.1 0.0 0.3
H 0.442 -0.065 -6.742 0.2 -0.3 0.4
H -0.886 -2.247 -5.054 -0.1 0.3 -0.1
H -0.640 1.488 -6.445 -0.2 0.2 0.4
H -2.309 1.485 -3.921 0.0 -0.3 -0.4
H -2.733 -0.837 -4.425 0.5 0.2 0.3
H -1.247 2.835 -5.471 0.1 -0.4 -0.1
H 0.519 2.795 -3.939 0.0 -0.1 -0.2
H 2.158 1.155 -3.568 -0.3 -0.3 -0.1
H 1.247 2.640 -5.535 -0.1 -0.1 0.3
H 0.993 -1.697 -6.357 -0.2 0.4 0.0
H 1.954 -1.132 -4.364 -0.2 0.4 0.1
P -1.211 -0.463 -0.552 -0.3 0.4 -1.3
C -2.570 0.714 -0.885 -0.2 0.0 0.2
C -1.485 -1.688 -1.856 -0.1 -0.5 -0.1
P 1.795 0.131 -0.281 0.3 0.6 -1.0
C 0.240 0.477 -1.252 0.0 -0.1 0.2
C 2.829 -0.734 -1.502 0.3 -0.4 0.0
C 2.593 1.782 -0.244 0.1 0.0 0.1
H -2.460 1.594 -0.234 -0.1 -0.2 -0.2
H -3.508 0.199 -0.634 0.1 0.3 -0.1
H -2.572 1.023 -1.939 0.0 -0.1 0.4
H -1.516 -1.192 -2.835 0.1 -0.1 0.5
H -2.453 -2.178 -1.677 0.3 0.0 -0.1
H -0.686 -2.442 -1.864 -0.2 0.1 0.1
H 2.756 2.159 -1.262 0.0 0.0 0.3
H 3.558 1.658 0.272 -0.2 0.2 -0.2
H 1.976 2.492 0.325 0.2 -0.2 -0.2
H 0.021 1.554 -1.242 0.0 -0.2 0.1
H 0.382 0.182 -2.303 -0.1 0.1 0.3
H 3.842 -0.810 -1.077 -0.3 -0.1 -0.2
H 2.879 -0.209 -2.468 0.0 -0.2 0.5
H 2.440 -1.749 -1.664 0.2 0.2 0.0
C 0.320 4.075 3.344 0.2 0.5 -0.2
C -0.763 3.030 3.539 0.1 -0.2 0.0
C -2.101 3.621 3.136 -0.3 0.4 -0.2
O -0.478 1.862 2.777 -0.3 1.5 0.5
H 0.192 4.568 2.366 0.1 -0.2 0.3
H 1.327 3.655 3.370 -0.1 -0.1 0.2
H 0.256 4.860 4.110 0.0 -0.2 -0.2
H -0.803 2.747 4.603 0.0 0.0 -0.2
H -1.996 4.166 2.183 -0.1 -0.2 0.2
H -2.876 2.866 2.999 0.1 -0.1 0.2
H -2.454 4.344 3.884 0.1 -0.2 -0.2

=====

Entry 2:
102
Properties=species:S:1:pos:R:3:forces:R:3 method="wB97M-V/def2-TZVPD" e_tot_ev=-152085.407 homo_ha=-0.3365 lumo_ha=-0.00695 spin_multiplicity=1 gap_ha=0.330
O -13.150 -19.042 -9.535 0.6 -1.6 0.5
V -12.875 -20.560 -9.139 -0.8 2.1 1.2
O -12.264 -21.222 -10.411 0.5 -0.3 -0.6
N -13.895 -20.602 -5.810 0.4 -0.3 0.8
O -13.271 -19.735 -5.177 -0.6 -0.9 -0.7
O -13.929 -20.556 -7.088 0.0 0.1 -0.3
O -14.482 -21.554 -5.239 0.4 0.8 -0.7
C -12.600 -15.405 -9.555 0.4 -1.0 0.1
C -11.120 -15.075 -9.809 -0.4 0.8 0.6
O -10.973 -13.711 -9.333 -0.6 0.2 0.7
S -11.832 -13.594 -7.946 0.0 1.0 -0.8
O -12.298 -12.233 -7.808 0.3 -1.9 -0.5
O -11.107 -14.178 -6.861 -0.4 -0.1 -0.6
O -13.004 -14.597 -8.462 0.3 1.3 1.0
H -12.687 -16.444 -9.235 -0.1 -0.1 -0.1
H -13.283 -15.246 -10.388 0.2 0.3 0.0
H -10.867 -15.061 -10.862 0.3 -0.2 0.1
H -10.469 -15.655 -9.159 0.1 -0.5 -0.5
O -15.261 -18.558 -11.376 0.0 0.6 -0.8
S -15.466 -17.551 -12.375 0.0 1.2 -0.8
O -16.278 -16.378 -12.108 0.6 -1.0 0.0
O -13.995 -17.018 -12.891 -0.4 -1.1 1.0
C -13.754 -15.652 -13.185 -1.1 1.3 -0.5
C -13.704 -15.445 -14.686 0.5 -0.1 -1.2
C -16.034 -18.290 -13.929 -0.1 0.0 0.6
H -12.858 -15.280 -12.688 0.2 -0.5 0.0
H -14.571 -15.043 -12.786 0.0 -0.2 0.1
H -14.414 -16.079 -15.219 -0.2 -0.1 0.3
H -12.737 -15.672 -15.145 0.1 -0.3 0.4
H -13.903 -14.438 -15.062 -0.2 0.2 0.7
H -16.666 -19.138 -13.674 0.2 -0.1 0.0
H -15.163 -18.597 -14.500 0.0 -0.2 0.1
H -16.642 -17.579 -14.483 0.2 0.3 0.1
O -10.534 -18.414 -6.459 0.6 -1.0 -0.3
S -10.268 -19.761 -6.858 0.6 0.5 0.3
O -10.991 -20.264 -8.032 -0.3 -0.5 0.3
O -8.706 -19.887 -7.252 -1.5 0.7 0.4
C -8.230 -21.088 -7.864 0.8 -1.1 -0.2
C -7.100 -21.626 -7.012 1.0 -0.4 -0.3
C -10.374 -20.956 -5.499 -0.2 -0.3 -2.0
H -7.859 -20.841 -8.860 -0.1 0.2 0.1
H -8.978 -21.870 -8.018 -0.4 0.4 0.2
H -6.322 -20.865 -6.922 -0.2 0.2 0.5
H -6.546 -22.447 -7.481 -0.5 0.0 -0.5
H -7.379 -22.058 -6.051 -0.3 0.5 0.1
H -9.769 -20.732 -4.629 -0.2 0.6 0.0
H -9.980 -21.857 -5.972 0.0 -0.1 0.2
H -11.442 -21.113 -5.381 0.1 0.2 0.6
O -15.979 -23.453 -10.037 0.4 0.6 -0.4
S -16.015 -22.087 -9.601 -1.1 0.7 2.2
O -14.876 -21.203 -9.588 -0.1 -0.5 -0.9
O -17.163 -21.277 -10.394 1.4 -0.1 1.3
C -18.284 -22.021 -10.874 0.0 -0.9 -2.3
C -19.326 -21.063 -11.376 -0.5 0.5 0.6
C -16.629 -22.071 -7.897 -0.5 0.1 -0.6
H -18.668 -22.789 -10.201 0.2 0.3 0.4
H -17.901 -22.515 -11.777 -0.2 -0.5 0.4
H -18.968 -20.439 -12.194 0.3 0.1 0.3
H -19.670 -20.455 -10.535 -0.1 0.3 -0.3
H -20.201 -21.567 -11.788 0.1 -0.4 0.2
H -16.061 -22.719 -7.235 0.2 -0.1 -0.4
H -17.664 -22.406 -7.980 0.0 -0.1 0.2
H -16.589 -21.076 -7.461 0.1 0.1 -0.4
O -11.643 -23.667 -6.089 -0.3 0.4 -0.4
S -12.431 -23.839 -7.270 0.4 -2.0 0.1
O -12.753 -22.751 -8.137 0.1 0.2 -0.2
O -11.540 -24.947 -8.111 -1.0 0.9 1.1
C -12.178 -25.868 -9.009 0.3 0.1 -1.1
C -12.897 -25.153 -10.141 -0.8 -0.3 0.0
C -13.936 -24.746 -6.831 1.2 0.5 -0.1
H -12.808 -26.589 -8.486 0.0 0.2 0.2
H -11.344 -26.431 -9.432 0.1 0.0 0.2
H -13.019 -25.812 -11.002 0.3 0.0 0.0
H -12.383 -24.243 -10.446 0.1 0.0 0.0
H -13.921 -24.892 -9.867 0.1 0.2 0.1
H -13.510 -25.715 -6.581 -0.5 -0.2 0.1
H -14.636 -24.748 -7.660 0.0 -0.1 -0.1
H -14.336 -24.248 -5.949 0.0 0.1 0.0
C -6.132 -23.793 -10.746 -0.7 0.4 -0.8
C -7.124 -24.424 -10.011 0.7 -0.5 -0.1
C -8.449 -24.033 -10.092 -0.2 0.7 -0.1
C -8.795 -22.955 -10.922 0.3 -0.4 0.5
C -7.795 -22.297 -11.638 -1.1 0.2 0.2
C -6.487 -22.699 -11.550 0.9 -0.9 -0.3
H -5.152 -24.238 -10.848 0.2 0.2 0.3
H -6.809 -25.295 -9.447 -0.3 0.0 0.2
H -9.185 -24.543 -9.484 -0.2 0.0 -0.1
H -9.822 -22.623 -10.996 0.0 0.0 0.0
H -8.096 -21.482 -12.284 0.2 0.0 -0.1
H -5.754 -22.303 -12.243 0.1 0.3 0.2
C -15.512 -22.433 -15.415 0.4 0.3 -0.1
C -15.829 -22.203 -14.097 0.0 -0.1 0.7
C -14.986 -21.472 -13.258 -0.1 -0.4 0.3
C -13.781 -21.001 -13.729 1.3 -0.2 -1.6
C -13.441 -21.216 -15.081 -0.9 -0.4 0.1
C -14.324 -21.893 -15.917 -0.2 -0.6 0.0
H -16.127 -23.078 -16.027 0.0 0.1 -0.1
H -16.653 -22.714 -13.611 -0.2 0.1 -0.3
H -15.260 -21.430 -12.213 0.2 0.4 0.0
H -12.930 -20.599 -13.193 -0.7 0.3 0.9
H -12.459 -20.967 -15.456 0.0 0.3 0.1
H -14.073 -22.169 -16.935 0.2 0.3 0.0